No. 1
Computed, not measured: an isolated molecule of C5H10O, with the ωB97M-V functional and the def2-TZVPD basis.

Element x y z (Å)
C1 -0.407672 1.141176 1.696501
O1 -0.156190 2.258883 0.870595
C2 0.002686 -0.186772 1.021379
C3 -0.535845 -0.324644 -0.399817
C4 0.441820 -1.220151 -1.173014
C5 0.573784 -1.178805 -2.499742
H1 -1.419084 1.122502 2.122075
H2 0.215775 1.249357 2.594018
H3 0.580845 2.774833 1.147006
H4 1.085770 -0.041774 0.980811
H5 -0.163053 -0.994224 1.742760
H6 -0.542196 0.636826 -0.902959
H7 -1.560915 -0.702036 -0.383635
H8 0.649061 -2.200138 -0.744997
H9 1.307623 -1.806393 -2.991025
H10 -0.072409 -0.528640 -3.079957

Cartesian forces (eV/Å) of the 6 atoms listed first:
C 0.71 -0.43 1.25
O -1.47 -0.35 -0.93
C 0.34 1.91 0.53
C 1.00 -0.95 0.07
C -2.35 -0.91 -0.80
C 0.15 0.31 0.51

Summary:
Molar mass = 86.134 u
Total charge = 0
HOMO-LUMO gap = 10.391 eV
Calculated total energy = -271.68799 hartree
SMILES = C=CCCCO



No. 2
Computed, not measured: a structure of composition C35H44N4O2PSV, with the ωB97M-V functional and the def2-TZVPD basis.

Element x y z (Å)
V1 0.012096 -0.392541 0.523260
C1 0.884455 -1.097115 -2.495415
C2 -0.220582 -0.058034 -2.572132
N1 -0.988038 0.065138 -1.314037
C3 -2.191096 -0.870742 -1.256031
C4 -2.903002 -0.617729 0.039565
N2 -1.997143 -0.907447 1.159609
C5 -2.191433 -2.270159 1.846526
C6 -0.951019 -2.611295 2.699091
C7 0.173727 -3.294426 1.934049
N3 0.649867 -2.574552 0.741462
C8 2.059607 -2.856865 0.329658
C9 2.814802 -1.529380 0.423672
N4 2.112681 -0.485597 -0.382274
C10 2.184704 -0.672586 -1.859121
H1 1.060815 -1.407583 -3.542329
H2 0.507674 -1.977813 -1.992865
H3 -0.908474 -0.414063 -3.361296
H4 0.112406 0.913491 -2.845655
H5 -1.354141 1.007435 -1.317049
H6 -1.957269 -1.953023 -1.283601
H7 -2.831595 -0.656195 -2.138071
H8 -3.777796 -1.215600 0.057507
H9 -3.246925 0.423692 0.135104
H10 -2.212989 -0.221716 1.856016
H11 -2.344092 -3.038876 1.074038
H12 -3.091613 -2.176860 2.471947
H13 -1.284100 -3.376225 3.451402
H14 -0.580838 -1.739003 3.265570
H15 -0.098880 -4.324246 1.585526
H16 1.018652 -3.482051 2.639904
H17 0.092915 -3.018324 -0.033473
H18 1.968335 -3.158177 -0.742755
H19 2.580262 -3.589552 0.913004
H20 3.870416 -1.656966 0.136889
H21 2.714907 -1.241652 1.483473
H22 2.534031 0.436587 -0.197833
H23 2.937563 -1.422965 -2.166998
H24 2.528628 0.249191 -2.262440
C11 3.950764 4.299105 1.274585
C12 3.910855 2.973272 1.703500
C13 2.679332 2.367856 1.905652
C14 1.477816 3.073058 1.643028
C15 1.546644 4.459777 1.266408
C16 2.806516 5.019388 1.072302
P1 -0.047350 2.056582 1.811644
C17 -0.555605 2.380852 3.551074
C18 -1.549618 1.559919 4.013620
C19 -2.074586 1.670378 5.306192
C20 -1.491761 2.573261 6.183957
C21 -0.501511 3.442990 5.711342
C22 -0.030565 3.362300 4.428823
C23 -1.251392 3.006176 0.772152
C24 -2.493461 3.482431 1.242190
C25 -3.330960 4.259787 0.439009
C26 -2.955195 4.512994 -0.883534
C27 -1.719177 4.130469 -1.342356
C28 -0.872770 3.370002 -0.522533
H25 4.921397 4.682796 1.137943
H26 4.836954 2.420599 1.998277
H27 2.653805 1.315727 2.147663
H28 0.659128 5.050923 1.083503
H29 2.887121 6.041355 0.708031
H30 -1.929607 0.809014 3.356558
H31 -2.867244 0.962424 5.566921
H32 -1.808383 2.503831 7.238095
H33 -0.105745 4.209392 6.360700
H34 0.751369 4.022399 4.123019
H35 -2.800820 3.294957 2.284200
H36 -4.234384 4.668923 0.914906
H37 -3.588225 5.106040 -1.497787
H38 -1.435254 4.343088 -2.356348
H39 0.090427 3.062992 -0.902165
O1 1.176684 -2.860384 -7.474477
C29 1.693029 -3.502814 -6.362152
O2 2.866764 -3.762418 -6.406626
C30 0.892929 -3.729951 -5.168605
C31 1.377714 -4.653654 -4.233476
C32 0.750136 -4.858790 -3.026047
C33 -0.436780 -4.165482 -2.732024
S1 -1.198957 -4.266049 -1.144709
C34 -0.985512 -3.351390 -3.758579
C35 -0.342984 -3.167280 -4.946155
H40 0.212474 -2.855407 -7.483475
H41 2.306626 -5.198354 -4.424189
H42 1.094750 -5.662004 -2.397755
H43 -1.905345 -2.788431 -3.528647
H44 -0.717561 -2.458824 -5.657556

Cartesian forces (eV/Å) of the 6 atoms listed first:
V 0.98 -0.76 0.25
C -0.02 0.34 -0.72
C -0.77 -1.53 -0.03
N -0.52 -0.85 0.11
C 0.05 0.77 -0.82
C 0.13 0.79 -0.26

Summary:
⟨S²⟩ = 3.759
Molar mass = 666.748 u
2S+1 = 4
Total charge = +1
HOMO-LUMO gap (spin up / spin down) = 6.605 / 6.583 eV
Calculated total energy = -3412.97915 hartree



No. 3
Computed, not measured: an isolated molecule of C17H22N2O, with the ωB97M-V functional and the def2-TZVPD basis.

Element x y z (Å)
C1 -1.838131 3.074868 0.630396
C2 -0.905056 2.690294 -0.463476
C3 -0.530171 1.455092 -0.956325
C4 0.325140 1.706931 -2.087195
C5 1.008161 0.880541 -2.974737
C6 1.780683 1.470197 -3.951856
C7 1.890516 2.858309 -4.057235
C8 1.227912 3.698056 -3.185815
C9 0.446529 3.107258 -2.203931
N1 -0.318136 3.666992 -1.213784
H1 -0.455147 4.654888 -1.074944
H2 1.313619 4.772127 -3.262849
H3 2.507076 3.281116 -4.836619
H4 2.315259 0.849959 -4.656085
H5 0.916158 -0.190854 -2.895930
C10 -0.881617 0.111563 -0.502639
O1 -0.896346 -0.835183 -1.266470
C11 -1.137831 -0.077537 0.995301
N2 -0.391724 -1.175628 1.586870
C12 1.041606 -0.966639 1.466851
C13 1.786929 -1.892549 2.421781
C14 1.447960 -3.339691 2.091462
C15 -0.065619 -3.510348 2.120716
H6 -0.433653 -3.321474 3.131007
H7 -0.332891 -4.531063 1.841523
C16 -0.749375 -2.528591 1.161311
C17 -2.257971 -2.757440 1.181441
H8 -2.742367 -2.236071 0.360118
H9 -2.680664 -2.424807 2.127143
H10 -2.461549 -3.819484 1.066669
H11 -0.380354 -2.724525 0.139959
H12 1.921460 -4.017114 2.805175
H13 1.822881 -3.582954 1.094202
H14 1.476229 -1.669711 3.443941
H15 2.860981 -1.715911 2.339491
H16 1.259024 0.075553 1.719485
H17 1.396006 -1.145701 0.436138
H18 -2.204158 -0.252237 1.153093
H19 -0.850926 0.822914 1.541079
H20 -2.611299 2.323401 0.760792
H21 -1.306468 3.188139 1.576592
H22 -2.312677 4.027311 0.397355

Cartesian forces (eV/Å) of the 6 atoms listed first:
C 0.09 0.00 0.09
C -0.06 -0.35 0.05
C 0.03 0.38 -0.25
C -0.02 0.40 0.00
C 0.04 -0.01 -0.06
C 0.07 -0.14 -0.06

Summary:
Molar mass = 270.376 u
Total charge = 0
HOMO-LUMO gap = 8.737 eV
Calculated total energy = -845.76327 hartree
SMILES = Cc1[nH]c2ccccc2c1C(=O)CN1CCCC[C@H]1C



No. 4
Computed, not measured: a structure of composition C9H21N2O2S, with the ωB97M-V functional and the def2-TZVPD basis.

Element x y z (Å)
C1 1.788383 0.888807 -0.891229
C2 2.877156 -0.271839 -0.786801
C3 -4.992316 -0.754497 0.894359
C4 0.247276 2.571878 0.031574
C5 -4.187328 -0.454647 -0.498218
C6 -2.812029 -1.096624 -0.507163
C7 -1.861827 -0.067715 0.177511
C8 1.182727 1.429084 0.402495
C9 0.366332 0.175099 0.971401
N1 5.550009 -0.599455 0.466918
N2 3.474846 -0.788412 -1.922781
O1 1.093422 -0.762301 1.595658
O2 -0.496105 -0.366736 0.017010
S1 3.311512 -0.769151 0.777252
H1 1.336465 1.062120 -1.874363
H2 -5.191303 0.160133 1.398845
H3 -5.911633 -1.353107 0.732166
H4 -4.348502 -1.249904 1.508737
H5 -0.693029 2.184700 -0.209947
H6 0.552979 3.260370 -0.696666
H7 0.078411 3.139989 0.989832
H8 -4.827173 -0.785047 -1.336291
H9 -4.005024 0.549332 -0.700263
H10 -2.847268 -2.074405 -0.036967
H11 -2.578919 -1.129893 -1.631403
H12 -2.010144 0.842196 -0.315491
H13 -2.009609 -0.041557 1.268367
H14 1.978268 1.622131 1.161678
H15 -0.299969 0.647059 1.740361
H16 5.671454 -1.601749 0.082520
H17 5.546838 -0.127413 -0.480025
H18 2.971153 -0.614171 -2.742727
H19 6.284144 -0.404230 1.124327
H20 3.942136 -1.623097 -1.898955
H21 0.818662 -1.596938 1.188289

Cartesian forces (eV/Å) of the 6 atoms listed first:
C 3.98 -3.82 1.72
C -2.95 3.77 -0.26
C -0.56 1.24 -3.55
C 0.26 0.21 3.84
C -2.07 -2.32 1.51
C 0.48 1.10 -1.62

Summary:
Molar mass = 221.346 u
Total charge = +1
HOMO-LUMO gap (spin up / spin down) = 6.927 / 7.096 eV
Calculated total energy = -1013.30470 hartree